Record 1
Entry from the Open Molecules 2025 dataset: a 40-piece molecular cluster, H80O40 overall at a distorted geometry (ωB97M-V/def2-TZVPD).

XYZ file:
```
120
Properties=species:S:1:pos:R:3
H -0.272 -4.212 4.364
H 1.024 -4.752 3.770
O 0.392 -4.863 4.492
H 5.130 -2.212 -2.361
H 4.873 -2.898 -3.597
O 4.937 -3.107 -2.661
H -2.715 3.327 -4.347
H -4.287 3.366 -3.862
O -3.446 3.809 -3.956
H -2.034 3.703 -1.828
H -2.355 4.867 -2.497
O -1.650 4.599 -1.862
H -0.917 -1.555 1.729
H -0.957 0.080 1.716
O -1.357 -0.788 1.257
H 3.028 2.515 4.837
O 2.893 1.620 4.572
H 2.826 -1.116 4.143
O 3.426 -1.101 4.891
H 5.430 -0.203 1.653
H 5.016 -0.628 3.080
O 5.496 -0.845 2.308
H 1.653 -5.844 -0.581
H 2.082 -6.078 0.875
O 1.863 -6.531 0.075
H 0.582 -0.347 -1.959
H 1.665 -0.837 -2.934
O 0.887 -0.174 -2.879
H -3.813 4.269 1.194
H -3.326 5.746 0.616
O -3.617 5.188 1.411
H 1.206 1.458 -3.684
O 1.883 2.139 -3.527
H -4.016 -0.322 1.423
H -2.965 -0.697 0.440
O -3.950 -0.627 0.505
H -1.428 -4.073 -5.302
H -1.281 -3.793 -3.621
O -1.002 -4.190 -4.496
H -6.000 1.911 -0.007
H -5.539 3.410 -0.231
O -5.275 2.515 -0.021
H 3.872 0.095 0.039
H 4.319 1.400 0.080
O 3.798 0.797 0.639
H 5.207 2.677 -1.927
H 3.669 2.872 -2.202
O 4.370 2.272 -2.087
H -3.617 -0.725 -2.868
H -3.790 -1.553 -1.537
O -3.923 -1.500 -2.437
H 1.355 -0.523 2.339
O 1.978 -1.148 2.001
H 2.210 -1.250 -4.765
H 3.670 -0.832 -4.997
O 3.090 -1.611 -4.811
H -3.875 1.433 3.738
O -4.729 1.085 3.394
H -1.767 1.483 -1.251
H -1.362 2.072 -2.548
O -0.929 1.751 -1.619
H -1.239 0.848 -4.595
H -2.627 0.778 -4.649
O -1.942 1.367 -4.269
H 3.755 2.137 2.220
H 3.615 3.589 1.875
O 3.765 2.972 2.559
H 2.367 -3.595 0.262
H 3.289 -3.029 1.343
O 2.422 -3.338 1.224
H 1.749 5.212 0.004
H 2.204 3.855 -0.246
O 2.513 4.736 -0.353
H -2.910 -4.947 -0.735
H -3.814 -3.734 -0.632
O -2.986 -4.033 -0.320
H 0.155 -0.305 -6.875
H 0.712 0.819 -6.320
O 0.910 -0.121 -6.337
H 1.508 0.965 -0.149
H 0.035 0.933 -0.723
O 0.708 0.345 -0.305
H 0.524 -3.357 -3.961
H 1.905 -3.521 -4.423
O 1.387 -3.416 -3.641
H -4.185 1.693 -0.935
H -3.775 0.175 -1.099
O -3.523 1.122 -1.411
H -0.760 -0.396 3.989
O -1.272 -0.751 4.759
H -2.046 -3.598 1.669
H -1.013 -4.260 2.441
O -1.583 -3.416 2.504
H 1.459 -1.977 1.648
H 3.321 1.155 5.332
H -5.153 0.415 3.948
H 4.167 -0.542 4.687
H 1.524 2.714 -2.889
H -0.765 -1.523 5.027
O -2.019 3.819 3.190
H -2.173 4.507 2.614
H -1.784 3.077 2.654
O 3.128 -1.629 -1.115
H 3.073 -2.588 -1.179
H 2.485 -1.616 -0.388
O -5.113 -1.867 3.865
H -4.458 -1.342 4.258
H -4.556 -2.341 3.165
O 0.392 2.385 3.021
H 0.392 3.128 3.619
H 1.170 1.839 2.891
O -2.467 1.852 4.880
H -1.740 1.361 4.495
H -2.272 2.788 4.716
O 1.980 -4.161 -1.164
H 2.949 -4.170 -1.573
H 1.522 -4.072 -1.995
O -0.862 4.030 0.732
H -1.242 4.353 -0.162
H -0.446 3.148 0.536
```

Calculated values
net charge = 0
HOMO = -0.3884 hartree

***

Record 2
Entry from the Open Molecules 2025 dataset: a 3-piece molecular cluster, C10H21BF4O6S3 overall at a distorted geometry (ωB97M-V/def2-TZVPD).

XYZ file:
```
45
Properties=species:S:1:pos:R:3
F 3.934 -1.698 0.665
B 3.776 -1.234 2.009
S 3.931 -2.507 3.361
C 3.460 0.332 2.209
C 2.094 0.649 2.980
C 1.047 -0.524 2.968
F 0.774 -1.146 4.211
C 0.331 -0.992 1.872
F 0.030 -2.361 1.821
F -0.140 -0.233 0.814
H 2.824 -3.325 3.160
H 3.529 0.925 1.233
H 4.306 0.752 2.862
H 2.368 0.870 4.068
H 1.692 1.636 2.571
C 4.335 0.763 -4.333
C 3.036 0.154 -4.827
O 2.263 -0.396 -3.758
S 1.491 0.621 -2.766
C 0.511 -0.583 -1.921
O 0.628 1.466 -3.546
O 2.440 1.165 -1.830
H 4.148 1.631 -3.699
H 4.954 1.087 -5.172
H 4.895 0.040 -3.734
H 2.446 0.883 -5.390
H 3.264 -0.669 -5.508
H -0.192 -1.028 -2.623
H -0.025 -0.072 -1.130
H 1.169 -1.339 -1.494
C -2.639 0.849 0.118
C -3.939 0.246 -0.382
O -4.717 -0.302 0.686
S -5.487 0.719 1.675
C -6.475 -0.484 2.516
O -6.345 1.566 0.893
O -4.540 1.258 2.613
H -2.826 1.718 0.751
H -2.015 1.172 -0.719
H -2.089 0.128 0.715
H -4.525 0.977 -0.946
H -3.712 -0.579 -1.062
H -7.177 -0.926 1.811
H -7.014 0.031 3.311
H -5.820 -1.242 2.944
```

Calculated values
net charge = 0
HOMO = -0.3614 hartree
SMILES = FB(S)CCC(F)=C(F)F.CCOS(C)(=O)=O.CCOS(C)(=O)=O

***

Record 3
Entry from the Open Molecules 2025 dataset: C36H50BBr2CrN7O as an isolated structure (ωB97M-V/def2-TZVPD).

XYZ file:
```
98
Properties=species:S:1:pos:R:3
Cr -0.392 0.241 0.060
C 1.008 -3.123 -0.099
C 2.455 -2.707 -0.069
C 3.187 -3.253 -1.304
C 2.624 -1.220 0.021
C 3.863 -0.603 0.165
C 3.639 0.751 0.112
C 4.736 1.779 0.039
C 4.575 3.037 0.904
C 5.034 2.107 -1.432
N 2.304 0.938 -0.015
N 1.666 -0.291 -0.072
B 1.453 2.245 0.005
N 0.570 2.171 1.351
N 0.224 0.926 1.871
C -0.225 1.099 3.111
C -0.172 2.456 3.422
C 0.288 3.107 2.293
C 0.340 4.599 2.118
C 1.749 5.194 2.097
C -0.518 5.021 0.925
C -0.717 -0.051 3.945
C -0.832 0.347 5.412
C -2.054 -0.590 3.425
N 0.622 2.257 -1.354
N -0.058 1.100 -1.692
C -0.436 1.172 -2.961
C 0.028 2.367 -3.487
C 0.669 3.050 -2.459
C 1.184 4.467 -2.689
C 2.255 5.088 -1.796
C -0.021 5.417 -2.812
C -1.237 0.085 -3.616
C -0.860 -0.059 -5.089
C -2.740 0.349 -3.465
H 0.907 -4.208 -0.031
H 0.594 -2.813 -1.063
H 0.433 -2.674 0.718
H 2.934 -3.124 0.819
H 2.761 -2.820 -2.216
H 3.084 -4.340 -1.359
H 4.250 -3.012 -1.282
H 4.823 -1.092 0.254
H 5.602 1.239 0.418
H 4.113 3.848 0.343
H 5.558 3.389 1.227
H 3.976 2.851 1.798
H 4.132 2.446 -1.941
H 5.399 1.225 -1.963
H 5.791 2.893 -1.508
H 2.135 3.207 0.037
H -0.466 2.934 4.345
H -0.148 4.977 3.016
H 2.304 4.883 1.217
H 2.317 4.895 2.980
H 1.686 6.285 2.087
H -0.205 4.507 0.018
H -0.444 6.099 0.756
H -1.566 4.762 1.091
H 0.030 -0.845 3.862
H -1.588 1.127 5.544
H 0.116 0.717 5.808
H -1.138 -0.513 6.010
H -2.821 0.190 3.447
H -2.393 -1.423 4.046
H -1.970 -0.954 2.401
H -0.098 2.730 -4.497
H 1.625 4.399 -3.685
H 1.888 5.325 -0.802
H 2.566 6.028 -2.256
H 3.139 4.465 -1.702
H -0.585 5.463 -1.878
H -0.705 5.095 -3.598
H 0.326 6.425 -3.051
H -0.986 -0.849 -3.106
H -1.150 0.835 -5.647
H -1.387 -0.907 -5.530
H 0.213 -0.214 -5.223
H -3.008 1.287 -3.958
H -3.042 0.427 -2.420
H -3.314 -0.456 -3.931
Br -4.071 3.595 0.758
C -4.205 1.747 0.460
C -5.475 1.133 0.429
C -5.606 -0.205 0.211
Br -7.327 -0.981 0.189
C -4.461 -1.005 0.005
C -4.469 -2.392 -0.236
C -3.290 -3.046 -0.440
C -2.085 -2.336 -0.405
N -2.019 -1.039 -0.166
C -3.207 -0.368 0.041
C -3.058 1.017 0.279
O -1.831 1.496 0.295
H -6.357 1.740 0.580
H -5.412 -2.925 -0.266
H -3.262 -4.108 -0.639
H -1.168 -2.850 -0.592
```

Calculated values
net charge = +1
HOMO (spin up / spin down) = -0.3879 / -0.3911 hartree
2S+1 = 4
<S²> = 3.782

***

Record 4
Entry from the Open Molecules 2025 dataset: a 2-piece molecular cluster, Cl2H3N3 overall at a distorted geometry (ωB97M-V/def2-TZVPD).

XYZ file:
```
8
Properties=species:S:1:pos:R:3
N 0.473 -0.129 -0.515
N 0.095 -0.006 0.874
N -0.711 -0.817 1.466
Cl -0.748 -0.663 3.113
Cl -2.717 0.377 0.849
H 0.386 -1.128 -0.673
H -0.228 0.331 -1.201
H 0.578 0.690 1.382
```

Calculated values
net charge = 0
HOMO (spin up / spin down) = -0.2880 / -0.3858 hartree
2S+1 = 3
<S²> = 2.007

***

Record 5
Entry from the Open Molecules 2025 dataset: CH22F3O22P2SZr as an isolated structure at a distorted geometry (ωB97M-V/def2-TZVPD).

XYZ file:
```
52
Properties=species:S:1:pos:R:3
Zr -14.157 -10.947 20.865
C -14.008 -8.462 14.702
F -14.248 -7.625 13.651
F -13.856 -9.675 14.200
F -12.934 -8.071 15.340
S -15.480 -8.493 15.937
O -15.120 -9.318 17.120
O -15.618 -7.060 16.251
O -16.691 -9.078 15.184
P -13.048 -8.121 23.014
O -12.732 -7.015 24.028
O -14.412 -8.814 23.117
O -12.355 -9.456 22.948
O -13.219 -8.014 21.485
P -15.601 -15.531 18.145
O -15.008 -15.908 16.774
O -15.314 -17.030 18.544
O -17.031 -15.948 17.729
O -15.083 -14.339 18.953
O -21.242 -8.260 15.462
H -20.370 -8.300 15.070
H -21.788 -7.848 14.793
O -15.478 -4.385 19.876
H -15.604 -4.620 18.957
H -15.136 -5.181 20.284
O -9.785 -7.210 10.306
H -9.055 -7.769 10.573
H -10.167 -6.905 11.129
O -17.426 -6.247 9.138
H -16.855 -7.015 9.105
H -17.290 -5.884 10.013
O -15.541 -13.537 11.253
H -15.305 -13.708 10.341
H -15.471 -12.586 11.344
O -17.819 -11.153 20.869
H -18.224 -11.924 20.472
H -18.504 -10.781 21.424
O -19.802 -12.508 13.495
H -19.418 -11.792 14.001
H -20.405 -12.936 14.102
O -18.179 -4.428 12.847
H -19.112 -4.217 12.820
H -18.000 -4.607 13.771
O -11.236 -10.750 18.869
H -10.759 -11.497 18.508
H -10.636 -10.011 18.772
O -20.596 -5.732 18.982
H -21.129 -6.300 18.426
H -19.716 -5.788 18.610
O -11.957 -14.477 13.908
H -12.494 -14.512 13.116
H -12.547 -14.753 14.610
```

Calculated values
net charge = -3
HOMO = 0.0686 hartree

***

Q: Among the records above, which one has the highest net charge?
A: C36H50BBr2CrN7O

***

Q: Which value of net charge does entry 5 give?
A: -3

***

What did the fourth record say?
Entry from the Open Molecules 2025 dataset: a 2-piece molecular cluster, Cl2H3N3 overall at a distorted geometry (ωB97M-V/def2-TZVPD).

XYZ file:
```
8
Properties=species:S:1:pos:R:3
N 0.473 -0.129 -0.515
N 0.095 -0.006 0.874
N -0.711 -0.817 1.466
Cl -0.748 -0.663 3.113
Cl -2.717 0.377 0.849
H 0.386 -1.128 -0.673
H -0.228 0.331 -1.201
H 0.578 0.690 1.382
```

Calculated values
net charge = 0
HOMO (spin up / spin down) = -0.2880 / -0.3858 hartree
2S+1 = 3
<S²> = 2.007

***

Please write out number 4 again, unchanged.
Entry from the Open Molecules 2025 dataset: a 2-piece molecular cluster, Cl2H3N3 overall at a distorted geometry (ωB97M-V/def2-TZVPD).

XYZ file:
```
8
Properties=species:S:1:pos:R:3
N 0.473 -0.129 -0.515
N 0.095 -0.006 0.874
N -0.711 -0.817 1.466
Cl -0.748 -0.663 3.113
Cl -2.717 0.377 0.849
H 0.386 -1.128 -0.673
H -0.228 0.331 -1.201
H 0.578 0.690 1.382
```

Calculated values
net charge = 0
HOMO (spin up / spin down) = -0.2880 / -0.3858 hartree
2S+1 = 3
<S²> = 2.007